# 1
196
Properties=species:S:1:pos:R:3 method="wB97M-V/def2-TZVPD" de_lowest_ev=4.210 energy_ev=-100726.8725 homo_lumo_gap_ev=8.355 molar_mass_g_mol=1099.534 charge=0
O 2.63 9.07 -4.71
H 1.69 9.15 -4.85
H 2.74 8.20 -4.31
O 3.35 7.38 -8.29
H 2.50 7.20 -7.90
H 3.50 8.31 -8.11
C 5.61 11.81 0.91
C 6.69 11.00 0.19
C 6.20 9.53 -0.06
C 5.21 9.37 -1.21
C 6.05 9.98 -2.35
C 6.51 11.48 -2.29
N 7.25 11.65 -1.02
O 7.77 12.98 -0.78
C 7.42 11.89 -3.51
C 5.22 12.35 -2.35
C 7.93 10.79 1.14
H 5.35 11.24 1.80
H 4.68 11.81 0.32
H 5.96 12.81 1.14
H 7.02 8.82 -0.09
H 5.61 9.25 0.81
H 4.29 9.93 -1.05
H 5.02 8.30 -1.33
H 5.51 9.84 -3.29
H 6.87 9.31 -2.59
H 7.60 12.97 -3.58
H 8.45 11.55 -3.42
H 7.12 11.49 -4.48
H 4.48 12.33 -1.56
H 5.65 13.33 -2.56
H 4.69 12.27 -3.30
H 8.73 10.30 0.58
H 7.68 10.15 1.99
H 8.30 11.76 1.47
H 6.95 13.46 -0.64
C 9.62 4.99 -2.20
C 10.93 5.65 -2.74
C 10.82 6.11 -4.21
C 10.13 7.46 -4.45
C 10.71 8.58 -3.54
C 10.75 8.15 -2.05
N 11.36 6.83 -1.92
O 11.50 6.47 -0.57
C 11.64 9.17 -1.40
C 9.31 8.24 -1.53
C 12.06 4.61 -2.68
H 8.79 5.69 -2.21
H 9.73 4.69 -1.16
H 9.16 4.20 -2.80
H 11.73 5.94 -4.78
H 10.15 5.42 -4.72
H 9.06 7.38 -4.27
H 10.37 7.78 -5.47
H 10.10 9.48 -3.65
H 11.72 8.78 -3.92
H 11.34 10.17 -1.71
H 11.72 9.03 -0.32
H 12.66 9.07 -1.79
H 9.26 7.68 -0.60
H 9.02 9.28 -1.44
H 8.59 7.76 -2.20
H 11.98 4.04 -1.75
H 13.10 4.89 -2.86
H 11.88 3.81 -3.40
H 12.46 6.47 -0.54
C 6.70 8.96 -8.69
C 6.69 9.72 -7.34
C 8.09 10.37 -7.15
C 8.23 11.73 -7.80
C 7.06 12.61 -7.44
C 5.69 12.10 -7.71
N 5.64 10.73 -7.16
O 4.38 10.20 -7.27
C 4.70 13.06 -6.97
C 5.47 12.18 -9.31
C 6.64 8.70 -6.19
H 7.40 8.13 -8.72
H 6.99 9.49 -9.59
H 5.74 8.57 -9.05
H 8.30 10.56 -6.10
H 8.91 9.70 -7.41
H 8.38 11.61 -8.87
H 9.13 12.23 -7.46
H 7.21 13.64 -7.75
H 7.17 12.75 -6.37
H 3.67 12.76 -7.17
H 4.74 12.97 -5.89
H 4.72 14.11 -7.26
H 5.54 13.16 -9.78
H 6.29 11.61 -9.77
H 4.57 11.60 -9.50
H 6.57 9.16 -5.20
H 7.48 8.02 -6.11
H 5.75 8.08 -6.18
H 4.06 10.38 -6.38
C 2.14 15.66 -4.28
C 2.86 17.05 -4.13
C 4.32 16.82 -4.45
C 5.09 18.13 -4.68
C 4.37 19.12 -5.55
C 2.82 19.39 -5.25
N 2.17 18.05 -4.95
O 0.80 18.17 -4.78
C 2.67 20.41 -4.06
C 2.26 20.05 -6.52
C 2.86 17.41 -2.65
H 1.85 15.36 -5.29
H 1.14 15.76 -3.85
H 2.57 14.75 -3.88
H 4.86 16.41 -3.59
H 4.49 16.19 -5.32
H 6.13 17.92 -4.95
H 5.25 18.65 -3.73
H 4.43 18.81 -6.60
H 4.91 20.07 -5.45
H 2.77 21.43 -4.43
H 1.65 20.25 -3.69
H 3.37 20.20 -3.26
H 2.12 19.28 -7.28
H 1.25 20.40 -6.30
H 2.84 20.94 -6.77
H 3.23 16.52 -2.14
H 1.87 17.63 -2.26
H 3.45 18.29 -2.37
H 0.45 17.64 -5.49
C 2.43 8.40 -12.14
C 3.81 7.72 -12.23
O 4.56 8.24 -13.37
O 1.50 7.81 -12.99
H 2.48 9.44 -12.45
H 2.13 8.56 -11.10
H 3.80 6.63 -12.27
H 4.28 8.01 -11.29
H 5.38 7.74 -13.45
H 1.96 7.11 -13.46
C 4.78 4.74 -3.79
C 4.49 6.26 -3.85
O 3.45 6.68 -2.99
O 3.66 3.98 -4.24
H 5.06 4.46 -2.77
H 5.58 4.57 -4.50
H 4.17 6.68 -4.80
H 5.49 6.62 -3.63
H 3.69 6.48 -2.08
H 2.99 3.88 -3.55
C 2.50 14.50 -9.17
C 2.20 15.51 -10.32
O 1.98 16.80 -9.70
O 1.45 14.29 -8.10
H 3.31 14.90 -8.56
H 2.81 13.56 -9.63
H 1.25 15.32 -10.83
H 2.95 15.50 -11.11
H 1.04 16.84 -9.55
H 1.10 15.14 -7.81
C 11.90 11.94 -11.16
C 10.68 11.35 -10.36
O 11.01 10.31 -9.47
O 12.77 12.80 -10.43
H 11.47 12.50 -11.99
H 12.44 11.06 -11.51
H 9.96 10.93 -11.06
H 10.17 12.17 -9.85
H 11.70 10.61 -8.87
H 12.96 12.33 -9.61
C 4.82 13.87 -13.50
C 6.31 13.49 -13.20
O 7.09 13.69 -14.37
O 4.11 13.36 -12.36
H 4.42 13.52 -14.45
H 4.73 14.95 -13.63
H 6.50 12.50 -12.80
H 6.72 14.07 -12.38
H 7.26 14.62 -14.56
H 3.17 13.45 -12.57
C 0.99 11.15 -8.65
C -0.11 11.54 -9.67
O 0.20 12.85 -10.23
O 0.81 11.86 -7.46
H 1.98 11.34 -9.06
H 1.07 10.06 -8.63
H -1.16 11.42 -9.44
H 0.01 10.91 -10.56
H 0.61 13.35 -9.53
H 1.09 12.76 -7.67
C 6.74 17.03 -8.41
C 6.46 16.25 -9.75
O 7.62 15.92 -10.47
O 7.25 16.12 -7.46
H 5.90 17.59 -8.01
H 7.40 17.84 -8.73
H 6.00 16.96 -10.44
H 5.79 15.39 -9.71
H 8.11 15.33 -9.90
H 8.18 15.93 -7.64

---

# 2
209
Properties=species:S:1:pos:R:3 method="wB97M-V/def2-TZVPD" smiles=COC[C@H](C)N.COC[C@H](C)N.COC[C@H](C)N.COC[C@H](C)N.COC[C@H](C)N.COC[C@H](C)N.COC[C@H](C)N.COCCNCCOC.COCCNCCOC.COCCNCCOC.CCO.CCO energy_ev=-99621.3197 homo_lumo_gap_ev=8.586 molar_mass_g_mol=1115.677 charge=0
C -0.89 -0.34 -0.39
C -1.72 -0.29 0.92
O -0.94 -0.13 2.11
H -1.39 -0.89 -1.19
H 0.11 -0.76 -0.28
H -0.76 0.65 -0.84
H -2.08 -1.30 1.11
H -2.62 0.32 0.88
H -0.77 -1.05 2.35
C -2.41 -6.38 -3.80
C -2.97 -5.15 -4.40
O -3.77 -5.57 -5.43
H -3.26 -6.82 -3.27
H -1.62 -6.06 -3.12
H -1.99 -7.05 -4.55
H -2.06 -4.61 -4.64
H -3.49 -4.59 -3.62
H -4.09 -6.46 -5.24
C -3.02 3.05 3.52
O -2.50 3.38 4.72
C -3.34 4.24 5.53
C -2.64 4.94 6.65
N -1.44 5.71 6.29
C -1.84 6.99 5.64
C -2.43 8.11 6.60
O -3.78 8.15 6.65
C -4.31 9.04 5.67
H -2.34 2.36 3.01
H -3.20 3.84 2.78
H -3.89 2.40 3.57
H -4.09 3.55 5.92
H -3.81 5.04 4.96
H -2.46 4.11 7.34
H -3.27 5.66 7.18
H -0.75 5.20 5.76
H -2.58 6.75 4.88
H -1.06 7.41 5.01
H -2.06 9.05 6.19
H -2.07 8.01 7.62
H -4.23 10.07 6.01
H -5.37 8.81 5.73
H -3.92 9.04 4.65
C 6.51 0.28 -9.36
O 6.85 -0.19 -8.06
C 8.16 0.13 -7.52
C 8.58 -0.74 -6.38
N 7.63 -0.68 -5.27
C 7.83 -1.82 -4.41
C 7.52 -1.44 -2.96
O 6.18 -1.05 -2.87
C 5.46 -1.21 -1.67
H 7.13 -0.17 -10.13
H 6.67 1.35 -9.45
H 5.55 -0.15 -9.66
H 8.07 1.16 -7.17
H 8.94 0.03 -8.29
H 9.60 -0.49 -6.08
H 8.78 -1.71 -6.84
H 6.67 -0.38 -5.38
H 8.81 -2.30 -4.45
H 7.16 -2.61 -4.73
H 8.23 -0.72 -2.53
H 7.78 -2.30 -2.35
H 5.24 -2.25 -1.40
H 4.57 -0.59 -1.75
H 6.12 -0.89 -0.86
C -8.61 -6.60 -4.11
O -8.93 -5.40 -3.36
C -8.01 -4.39 -3.83
C -7.80 -3.07 -3.11
N -7.12 -3.33 -1.87
C -6.50 -2.14 -1.33
C -5.56 -2.52 -0.16
O -6.25 -2.80 1.07
C -5.51 -3.14 2.23
H -7.60 -7.00 -4.03
H -8.88 -6.49 -5.16
H -9.38 -7.25 -3.70
H -8.15 -4.23 -4.90
H -7.04 -4.89 -3.79
H -8.74 -2.65 -2.76
H -7.16 -2.41 -3.70
H -7.73 -3.77 -1.20
H -7.31 -1.48 -1.01
H -5.95 -1.69 -2.15
H -5.05 -1.59 0.09
H -4.83 -3.31 -0.30
H -6.01 -3.11 3.19
H -4.70 -2.43 2.37
H -5.05 -4.12 2.10
C 1.55 -0.57 4.47
C 0.77 -1.91 4.26
C -0.61 -1.83 4.88
O -1.13 -3.24 4.96
C -1.92 -3.68 3.85
N 0.82 -2.22 2.80
H 1.09 0.35 4.10
H 2.59 -0.70 4.18
H 1.60 -0.45 5.55
H 1.26 -2.67 4.87
H -1.24 -1.05 4.45
H -0.62 -1.54 5.93
H -1.44 -3.36 2.92
H -2.94 -3.31 3.98
H -2.13 -4.74 3.78
H 1.75 -2.20 2.39
H 0.37 -3.10 2.63
C -1.48 -4.10 0.09
C -0.22 -4.94 0.17
C 0.88 -4.35 -0.73
O 0.57 -4.01 -2.08
C 1.78 -3.62 -2.84
N 0.25 -5.02 1.58
H -1.99 -4.01 -0.87
H -1.10 -3.11 0.33
H -2.20 -4.23 0.89
H -0.52 -5.95 -0.09
H 1.63 -5.14 -0.80
H 1.44 -3.54 -0.27
H 2.59 -4.34 -2.75
H 2.22 -2.74 -2.38
H 1.44 -3.46 -3.86
H 1.14 -5.49 1.68
H -0.45 -5.50 2.13
C 2.37 2.84 -0.57
C 2.54 1.38 0.06
C 4.10 1.20 0.52
O 4.38 -0.05 1.12
C 5.63 -0.17 1.73
N 1.85 1.41 1.35
H 3.02 2.97 -1.43
H 2.61 3.65 0.12
H 1.32 3.00 -0.84
H 2.29 0.63 -0.68
H 4.33 1.99 1.24
H 4.76 1.38 -0.32
H 5.87 -1.23 1.80
H 5.63 0.13 2.78
H 6.38 0.35 1.14
H 2.14 0.61 1.90
H 0.87 1.24 1.17
C -5.14 4.07 -1.80
C -5.79 2.79 -2.49
C -6.97 3.00 -3.46
O -7.30 1.68 -3.87
C -8.36 1.13 -3.12
N -4.72 1.98 -3.09
H -4.13 3.82 -1.46
H -5.63 4.44 -0.90
H -4.93 4.95 -2.41
H -6.10 2.14 -1.67
H -6.70 3.52 -4.38
H -7.69 3.67 -2.98
H -8.65 0.29 -3.75
H -9.29 1.70 -3.13
H -8.38 0.86 -2.07
H -5.23 1.25 -3.57
H -4.43 2.55 -3.87
C 5.19 2.05 -4.24
C 4.72 2.18 -5.68
C 3.19 1.75 -5.82
O 2.97 0.41 -5.40
C 1.87 0.15 -4.54
N 4.79 3.64 -6.08
H 4.77 1.10 -3.90
H 4.80 2.89 -3.66
H 6.26 1.92 -4.07
H 5.30 1.54 -6.35
H 2.87 2.04 -6.82
H 2.61 2.38 -5.14
H 1.00 0.71 -4.88
H 2.15 0.56 -3.57
H 1.66 -0.90 -4.36
H 5.62 3.85 -6.62
H 5.10 4.09 -5.23
C 4.72 -2.72 6.84
C 5.26 -4.05 6.27
C 4.46 -4.59 5.08
O 3.10 -4.93 5.40
C 2.33 -5.14 4.19
N 6.72 -4.03 6.06
H 3.63 -2.74 6.95
H 4.89 -1.93 6.11
H 5.24 -2.26 7.68
H 5.09 -4.72 7.11
H 4.97 -5.42 4.59
H 4.50 -3.83 4.30
H 2.32 -4.32 3.48
H 1.34 -5.38 4.59
H 2.54 -6.09 3.72
H 6.99 -3.32 5.39
H 6.97 -4.91 5.64
C 1.10 4.97 3.54
C 0.05 5.16 2.44
C 0.20 6.52 1.83
O -0.09 7.63 2.65
C -0.28 8.92 2.08
N 0.11 4.00 1.56
H 0.97 3.98 3.98
H 0.87 5.74 4.27
H 2.12 5.04 3.17
H -0.99 5.20 2.75
H -0.44 6.50 0.94
H 1.21 6.72 1.48
H 0.55 8.88 1.38
H -0.18 9.70 2.84
H -1.30 8.96 1.69
H 1.04 3.63 1.51
H -0.31 3.24 2.08